DFT (ωB97M-V/def2-TZVPD) results for the molecule C23H26Cl2N2O3.

The calculation puts the molar mass at 449.38 g/mol. As for the energy above the lowest of the compared OMol25 structures with the same formula, charge and spin: 5.48 kcal/mol. Its structure (SMILES) is COc1ccc([C@@H](C(=O)NC2CCCCC2)N(C(=O)CCl)c2ccc(Cl)cc2)cc1. As for the highest occupied orbital energy: -0.315 Ha. The total charge is 0. As for the strongest force on any atom: 0.67 eV/Å. Its total energy is -58441.9128 eV.

Each line ends with the Löwdin charge.
Element x y z (Å)
C  1.92259  -0.35417  6.81740  -0.091
O  2.51244  -0.24729  5.54460  -0.081
C  1.70251  -0.15667  4.45578  -0.274
C  2.34536  -0.03048  3.22331  0.021
C  1.62164  0.05670  2.05474  -0.019
C  0.22988  0.02726  2.08253  -0.178
C  -0.60814  0.06455  0.83475  -0.113
C  -0.15401  1.06000  -0.25902  -0.418
O  0.97563  1.48581  -0.37299  0.074
N  -1.16235  1.36196  -1.09217  0.117
C  -0.98288  2.12575  -2.31024  -0.307
C  -2.06200  3.19897  -2.42938  -0.149
C  -1.75680  4.13067  -3.60816  -0.191
C  -1.06887  3.38012  -4.75553  -0.206
C  -1.52127  1.92458  -4.78446  -0.200
C  -1.02478  1.19238  -3.53368  -0.136
N  -0.66609  -1.26911  0.20835  0.052
C  -1.80181  -1.65158  -0.40114  -0.516
O  -2.79325  -0.94205  -0.45874  0.044
C  -1.78612  -3.02983  -1.03944  -0.438
Cl  -0.84001  -2.94818  -2.55005  0.633
C  0.52423  -2.04616  0.22051  -0.271
C  1.51500  -1.81790  -0.72514  -0.040
C  2.68524  -2.55286  -0.68967  -0.081
C  2.85922  -3.51250  0.29564  -0.668
Cl  4.31882  -4.42996  0.34368  0.684
C  1.87845  -3.74196  1.24867  -0.087
C  0.71084  -3.00380  1.20967  -0.008
C  -0.40529  -0.08997  3.31064  -0.023
C  0.31279  -0.18129  4.49019  -0.017
H  2.75066  -0.40199  7.52275  0.093
H  1.31956  -1.26374  6.90693  0.095
H  1.30206  0.51782  7.04773  0.096
H  3.42309  -0.00418  3.20966  0.121
H  2.13788  0.17332  1.11711  0.109
H  -1.64294  0.30943  1.10310  0.150
H  -2.05408  0.89418  -0.97709  0.121
H  -0.00150  2.60214  -2.22532  0.149
H  -3.02674  2.70793  -2.57100  0.118
H  -2.11441  3.77245  -1.50275  0.116
H  -2.69036  4.57307  -3.96011  0.107
H  -1.11317  4.94643  -3.27550  0.108
H  -1.29814  3.86587  -5.70522  0.106
H  0.01423  3.40785  -4.62493  0.112
H  -2.61090  1.89192  -4.83396  0.112
H  -1.13795  1.42618  -5.67611  0.108
H  -0.02629  0.78787  -3.70802  0.116
H  -1.68620  0.35030  -3.31593  0.107
H  -1.32242  -3.78158  -0.40280  0.075
H  -2.80421  -3.31126  -1.30616  0.085
H  1.37429  -1.05799  -1.47752  0.117
H  3.45973  -2.38070  -1.41982  0.110
H  2.03157  -4.48536  2.01463  0.107
H  -0.05734  -3.16089  1.95214  0.130
H  -1.48542  -0.11250  3.35478  0.118
H  -0.22196  -0.26955  5.42278  0.101

---

DFT (ωB97M-V/def2-TZVPD) results for a structure of composition C23H26FGeIIrN6.

The calculation puts the molar mass at 797.23 g/mol. As for the energy above the lowest of the compared OMol25 structures with the same formula, charge and spin: 96.43 kcal/mol. Its multiplicity is 6. As for the highest occupied orbital energy (alpha / beta): -0.502 / -0.497 Ha. The total charge is +2. As for the strongest force on any atom: 3.15 eV/Å. Its total energy is -103366.7479 eV.

Each line ends with the Löwdin charge.
Element x y z (Å)
Ir  0.54721  0.41675  0.23824  1.557
N  2.84594  -3.41736  -0.45315  0.208
C  2.44230  -2.20744  0.19952  -0.265
N  1.10241  -1.83349  -0.14991  0.018
C  0.23480  -2.72120  -0.56278  -0.280
N  -0.99519  -2.29809  -0.95042  0.071
N  -1.17869  -1.03603  -0.80787  -0.070
C  -2.21988  -0.39458  -1.22161  -0.016
C  -2.38823  0.92970  -0.69544  -0.242
C  -3.55634  1.65038  -0.90791  0.024
C  -3.76007  2.83024  -0.21047  -0.002
C  -2.79290  3.23371  0.69631  -0.002
C  -1.63092  2.48307  0.82588  -0.106
N  -1.40959  1.37334  0.12735  -0.059
C  0.56542  -4.11716  -0.67965  -0.036
C  -0.38935  -5.12608  -0.83645  0.042
C  0.02080  -6.42720  -1.01116  0.021
C  1.38752  -6.71909  -1.08108  0.003
C  2.34386  -5.73442  -0.93586  0.043
C  1.94358  -4.42241  -0.67859  -0.126
H  3.82460  -3.65331  -0.45118  0.087
H  2.53027  -2.29198  1.29844  0.189
H  -2.98543  -0.84782  -1.84824  0.149
H  -4.29896  1.26641  -1.59488  0.132
H  -4.66594  3.40352  -0.35120  0.131
H  -2.92505  4.12212  1.29703  0.126
H  -0.85944  2.78651  1.52007  0.122
H  -1.44135  -4.87631  -0.82034  0.134
H  -0.70640  -7.22078  -1.10349  0.137
H  1.70274  -7.74125  -1.24228  0.133
H  3.39744  -5.97809  -0.98881  0.137
C  4.50922  2.40491  -0.81278  -0.198
Ge  2.73949  2.75723  -1.60137  0.791
C  2.47062  4.71588  -1.68931  -0.201
C  2.52277  1.86349  -3.34006  -0.207
C  1.22439  2.29686  -0.37386  -0.397
H  5.23688  3.01875  -1.34359  0.037
H  4.80820  1.36109  -0.91387  -0.006
H  4.54427  2.68585  0.24031  0.026
H  3.22466  5.14752  -2.34618  0.029
H  2.58331  5.14529  -0.69421  0.028
H  1.48299  4.95890  -2.07901  0.025
H  3.46811  1.89528  -3.88012  0.027
H  1.77011  2.37435  -3.93919  0.026
H  2.22370  0.82166  -3.21797  0.003
H  0.35979  2.82426  -0.77580  -0.001
H  1.47983  2.74050  0.60018  0.017
F  0.24610  0.01827  2.19329  -0.504
I  5.98147  -1.98885  -1.24856  1.063
C  4.73316  -1.06022  0.13947  -0.671
C  5.22620  -0.55478  1.30441  -0.116
C  4.38535  0.21686  2.12014  0.019
C  3.11064  0.56761  1.65591  -0.118
N  2.59156  0.11072  0.54232  -0.116
C  3.28136  -0.93952  -0.18740  -0.330
H  6.26439  -0.69283  1.57656  0.120
H  4.74155  0.60301  3.06380  0.131
H  2.51612  1.27016  2.22755  0.126
H  3.13338  -0.78273  -1.26000  0.136

---

DFT (ωB97M-V/def2-TZVPD) results for a structure of composition C23H26IN3NaO8PS2.

The calculation puts the molar mass at 717.48 g/mol. As for the energy above the lowest of the compared OMol25 structures with the same formula, charge and spin: 197.62 kcal/mol. As for the highest occupied orbital energy: -0.008 Ha. The total charge is -2. As for the strongest force on any atom: 6.06 eV/Å. Its total energy is -88580.6198 eV.

Each line ends with the Löwdin charge.
Element x y z (Å)
S  -0.42478  -2.60341  -2.80132  0.694
C  -0.86161  -1.28103  -1.83186  -0.940
S  -1.99404  -1.59838  -0.41262  0.900
C  -1.01116  -1.55753  1.19908  -0.454
C  -1.92305  -2.31831  2.28042  -0.266
C  -1.46419  -2.09502  3.80545  -0.210
C  0.00469  -1.48740  3.97426  -0.275
C  0.09888  0.00094  4.47540  -0.050
C  1.58519  0.59427  4.68681  -0.132
C  2.74675  -0.44702  4.34217  -0.169
N  2.54965  -1.76899  3.87250  -0.140
N  1.26541  -2.18130  3.74666  -0.583
I  1.04820  -4.16369  3.10276  0.894
N  -0.31053  0.04206  -2.23286  -0.129
C  1.15233  -0.07694  -2.07613  -0.217
C  1.90124  -0.53504  -0.79198  0.027
C  3.47022  -0.66070  -0.67444  -0.137
C  4.37345  -0.34873  -1.94020  -0.097
C  3.62238  0.09808  -3.25727  -0.059
C  2.04878  0.25052  -3.34114  0.027
C  -0.88080  1.17041  -1.46025  -0.192
C  -0.13208  2.05520  -0.42391  -0.034
C  -0.91246  3.19661  0.34903  -0.076
C  -2.43243  3.50360  0.13153  -0.062
C  -3.17692  2.64109  -0.95177  -0.047
C  -2.40836  1.52252  -1.70537  -0.005
H  -0.06560  -2.19530  0.99768  0.041
H  -0.69044  -0.50002  1.49723  0.083
H  -1.84928  -3.44404  2.04230  0.096
H  -3.02181  -2.01180  2.08219  0.119
H  -2.21090  -1.35573  4.28306  0.114
H  -1.55721  -3.07229  4.42692  0.096
H  -0.82363  0.64011  4.67985  0.080
H  1.78090  1.65283  5.06258  0.030
H  3.82460  -0.05619  4.47119  0.079
H  1.30991  -0.78422  0.15178  0.093
H  3.92413  -1.00968  0.33534  0.066
H  5.50836  -0.47393  -1.85701  0.074
H  4.31294  0.29557  -4.16241  0.087
H  1.61885  0.56549  -4.35199  0.108
H  0.97606  1.89480  -0.21044  0.076
H  -0.37621  3.84113  1.14040  0.079
H  -3.02903  4.29646  0.69612  0.082
H  -4.28905  2.78072  -1.23753  0.083
H  -2.98036  0.89030  -2.48202  0.112
C  -1.43133  -6.31418  -0.68796  -0.875
O  -0.24600  -6.27752  -0.24348  -0.132
O  -1.64528  -5.33323  -1.60594  -0.029
O  -2.38140  -7.07525  -0.42296  -0.067
H  -0.73017  -5.00557  -1.51730  0.018
Na  4.54272  -2.68136  -0.40473  0.347
C  1.45573  4.01382  -2.92259  -0.089
C  2.88053  4.49368  -2.73190  -0.326
O  3.36349  4.10230  -1.45285  -0.093
H  0.80476  4.42461  -2.14650  0.075
H  1.07062  4.31295  -3.90111  0.075
H  1.40052  2.92467  -2.84051  0.040
H  2.92879  5.58362  -2.79264  0.107
H  3.54029  4.07540  -3.49981  0.101
H  3.32611  3.13615  -1.41030  0.070
O  -6.12952  1.34471  -1.33539  -0.270
P  -5.83626  0.34351  -0.21031  -0.115
O  -4.62359  -0.51903  -0.58456  -0.261
O  -7.05555  -0.56272  -0.00351  -0.215
O  -5.53142  1.10740  1.08412  -0.227

---

DFT (ωB97M-V/def2-TZVPD) results for a cluster of 2 separate species, C23H26N3O in total.

The calculation puts the molar mass at 360.48 g/mol. As for the energy above the lowest of the compared OMol25 structures with the same formula, charge and spin: 0.00 kcal/mol. As for the highest occupied orbital energy: -0.418 Ha. The total charge is +1. As for the strongest force on any atom: 2.50 eV/Å. Its total energy is -30784.3084 eV.

Each line ends with the Löwdin charge.
Element x y z (Å)
C  -0.98230  -2.27326  -2.45401  0.014
C  -0.61385  -0.84556  -2.52088  -0.291
N  -0.38710  -0.06996  -1.49783  0.069
C  -0.04908  1.26317  -1.97597  -0.191
C  -0.10997  1.21491  -3.49105  -0.128
N  -0.47098  -0.17693  -3.74308  0.030
C  -0.66794  -0.71510  -5.02356  -0.421
C  -0.45099  0.24322  -6.15769  0.017
O  -0.99286  -1.88409  -5.21402  0.053
H  -1.15437  -2.66126  -3.46057  0.065
H  -0.17893  -2.84418  -1.96761  0.102
H  -1.88647  -2.39715  -1.84173  0.090
H  -0.76191  1.99691  -1.57473  0.107
H  0.95819  1.55382  -1.64161  0.108
H  -0.87660  1.89588  -3.87211  0.128
H  0.86433  1.45573  -3.92580  0.127
H  -0.18095  1.25237  -5.83994  0.061
H  0.33958  -0.15429  -6.80375  0.103
H  -1.36853  0.28657  -6.75456  0.103
C  3.65197  3.57874  1.49756  0.019
N  2.60931  2.56980  1.48770  -0.046
C  1.30297  2.78788  1.17699  0.078
C  0.54915  1.60418  1.41961  -0.123
C  -0.81609  1.44523  1.22647  0.090
C  -1.57215  0.28227  1.61291  -0.217
C  -1.29526  -0.95767  1.00266  -0.066
C  -2.03329  -2.09467  1.27901  -0.023
C  -2.99565  -2.06723  2.29479  -0.256
C  -3.67797  -3.33577  2.69383  -0.042
C  -3.27831  -0.85203  2.93380  -0.025
C  -2.62674  0.31654  2.56673  0.000
C  1.51715  0.61893  1.93037  -0.083
C  1.41555  -0.64381  2.49420  0.011
C  2.57704  -1.28305  2.95875  -0.042
C  3.83003  -0.65527  2.89256  -0.048
C  3.94516  0.64464  2.37296  0.009
C  2.78311  1.24779  1.91266  -0.158
H  4.60188  3.09205  1.72662  0.086
H  3.71961  4.07422  0.52196  0.110
H  3.45435  4.34503  2.26057  0.115
H  0.93545  3.75549  0.84862  0.159
H  -1.36883  2.35849  0.98308  0.142
H  -0.50395  -0.98221  0.24887  0.086
H  -1.84878  -3.01307  0.72186  0.121
H  -4.47186  -3.13496  3.41798  0.082
H  -4.11483  -3.83570  1.82184  0.092
H  -2.96889  -4.04012  3.14838  0.095
H  -4.03354  -0.83699  3.72364  0.121
H  -2.86640  1.27107  3.04064  0.121
H  0.44016  -1.11283  2.58785  0.107
H  2.49858  -2.28587  3.38197  0.116
H  4.71731  -1.17453  3.25239  0.115
H  4.89448  1.17260  2.32066  0.109